DFT (ωB97M-V/def2-TZVPD) results for C17H18F5NO5TeZr as an isolated structure at a distorted geometry.

Element x y z (Å)
1 Zr -0.374 -0.260 -0.279
2 C 3.359 2.683 0.688
3 C 2.057 2.224 1.332
4 C 2.234 0.850 1.992
5 C 0.867 2.259 0.388
6 C -0.423 2.094 0.921
7 C -1.571 2.242 0.127
8 C -1.477 2.549 -1.234
9 C -2.703 2.694 -2.087
10 C -0.190 2.699 -1.760
11 C 0.952 2.538 -0.981
12 H 4.145 2.721 1.439
13 H 3.270 3.679 0.253
14 H 3.684 1.988 -0.090
15 H 1.798 2.931 2.127
16 H 2.704 0.150 1.302
17 H 1.281 0.429 2.343
18 H 2.875 0.933 2.868
19 H -0.537 1.938 1.989
20 H -2.543 2.139 0.595
21 H -2.509 3.295 -2.973
22 H -3.521 3.142 -1.523
23 H -3.090 1.725 -2.428
24 H -0.072 2.930 -2.812
25 H 1.921 2.662 -1.444
26 O -2.529 -2.411 2.728
27 C -1.605 -1.887 2.001
28 O -1.587 -0.705 1.610
29 C -0.495 -2.784 1.593
30 C -0.318 -4.115 1.894
31 C 0.789 -4.760 1.329
32 C 1.649 -4.070 0.487
33 C 1.378 -2.730 0.240
34 N 0.345 -2.119 0.796
35 C 2.130 -1.824 -0.713
36 O 3.083 -2.144 -1.336
37 O 1.516 -0.617 -0.766
38 H -3.231 -1.778 2.963
39 H -1.011 -4.640 2.538
40 H 0.963 -5.806 1.541
41 H 2.502 -4.539 0.016
42 F -2.626 0.092 -4.291
43 Te -2.293 -0.757 -2.709
44 F -4.052 -1.212 -2.577
45 F -1.971 -2.324 -3.580
46 F -2.697 -0.089 -0.909
47 F -1.421 -1.977 -1.178
48 O -0.654 -0.036 -2.431

Output
Frontier orbital gap   7.33 eV
ΔE to the lowest compared entry with this formula, charge and spin   185.62 kJ/mol
Charge   +2
E_tot   -51798.62675 eV

Here are the Löwdin charges for atoms 1 to 5, given in e: Zr 1.984; C -0.049; C -0.355; C -0.048; C -0.227


DFT (ωB97M-V/def2-TZVPD) results for C11H14BN7PdS as an isolated structure at a distorted geometry.

Element x y z (Å)
1 H 1.771 3.080 1.442
2 N 1.394 1.555 -0.004
3 B 0.399 0.284 -2.072
4 N 0.521 1.472 -1.084
5 C -0.123 2.661 -1.230
6 Pd 2.877 0.246 0.638
7 H -0.800 2.840 -2.054
8 C 0.261 3.494 -0.193
9 H -0.092 4.488 0.017
10 C 1.211 2.779 0.561
11 H 0.772 0.642 -3.171
12 C -0.017 -0.898 3.486
13 H 0.742 -0.944 4.292
14 H 0.304 -1.391 2.545
15 H -0.186 0.153 3.237
16 N -1.150 -0.069 -2.191
17 N 1.242 -0.987 -1.743
18 N -1.825 -0.410 -1.054
19 N 2.193 -1.173 -0.740
20 C -2.036 -0.069 -3.238
21 C 1.214 -2.087 -2.544
22 H -1.759 0.175 -4.250
23 H 0.585 -2.107 -3.420
24 C -3.293 -0.453 -2.744
25 C 2.071 -3.046 -2.013
26 C -3.091 -0.674 -1.362
27 C 2.655 -2.456 -0.865
28 H -4.244 -0.568 -3.237
29 H 2.224 -4.048 -2.379
30 H -3.788 -0.998 -0.591
31 H 3.344 -2.893 -0.149
32 H -0.931 -1.342 3.751
33 S 0.034 1.860 8.214
34 C -0.917 0.847 7.375
35 N -1.562 0.035 6.770

Output
Frontier orbital gap (spin up / spin down)   6.39 / 2.13 eV
⟨S²⟩   6.060
ΔE to the lowest compared entry with this formula, charge and spin   87.59 kJ/mol
Charge   +2
E_tot   -37034.19073 eV
Multiplicity   5

Here are the Löwdin charges for atoms 1 to 5, given in e: H 0.123; N -0.093; B -0.481; N -0.024; C -0.030


DFT (ωB97M-V/def2-TZVPD) results for C19H18F8N2O4PtS5 as an isolated structure at a distorted geometry.

Element x y z (Å)
1 Pt -0.285 -0.414 1.078
2 F -1.747 4.600 0.500
3 C -2.126 3.340 0.745
4 C -1.254 2.310 0.462
5 C -1.635 1.010 0.739
6 C -2.907 0.749 1.251
7 C -3.754 1.821 1.509
8 F -4.973 1.603 2.036
9 C -3.386 3.126 1.276
10 C -3.203 -0.648 1.482
11 C -4.465 -1.224 1.591
12 C -4.570 -2.591 1.770
13 C -3.421 -3.370 1.827
14 C -2.202 -2.739 1.703
15 N -2.103 -1.420 1.536
16 H -0.283 2.536 0.038
17 H -4.048 3.943 1.524
18 H -5.351 -0.613 1.526
19 H -5.546 -3.050 1.861
20 H -3.467 -4.440 1.967
21 H -1.267 -3.283 1.758
22 C -0.089 -3.895 -1.942
23 C 1.279 -3.378 -1.488
24 S 1.397 -1.797 -0.570
25 C 1.808 -0.556 -1.839
26 C 0.832 -0.315 -2.978
27 S -0.795 0.337 -2.514
28 C -1.772 -1.138 -2.092
29 C -2.019 -2.166 -3.183
30 S -0.642 -3.294 -3.567
31 H -0.862 -3.696 -1.199
32 H -0.009 -4.976 -2.066
33 H 1.973 -3.317 -2.327
34 H 1.687 -4.077 -0.756
35 H 2.774 -0.844 -2.260
36 H 1.940 0.348 -1.242
37 H 0.680 -1.212 -3.567
38 H 1.251 0.457 -3.627
39 H -2.734 -0.714 -1.793
40 H -1.321 -1.591 -1.213
41 H -2.238 -1.680 -4.134
42 H -2.872 -2.785 -2.902
43 F 0.032 1.497 3.402
44 C 0.588 0.394 3.919
45 F 1.142 0.739 5.065
46 F -0.378 -0.490 4.148
47 S 1.865 -0.306 2.680
48 O 1.797 0.594 1.513
49 O 1.395 -1.653 2.371
50 N 3.258 -0.181 3.334
51 S 3.660 -1.199 4.526
52 O 2.505 -1.696 5.219
53 O 4.701 -2.099 4.151
54 C 4.478 0.013 5.658
55 F 5.640 0.403 5.142
56 F 4.699 -0.572 6.831
57 F 3.718 1.087 5.851

Output
Frontier orbital gap   7.52 eV
ΔE to the lowest compared entry with this formula, charge and spin   90.55 kJ/mol
E_tot   -110326.10934 eV

Here are the Löwdin charges for atoms 1 to 5, given in e: Pt 0.967; F 0.087; C -0.261; C -0.038; C -0.240


DFT (ωB97M-V/def2-TZVPD) results for C5H7N as an isolated structure at a distorted geometry.

Element x y z (Å)
1 C 1.631 -1.239 -0.521
2 C 0.222 -0.791 -0.665
3 N -0.575 -1.023 0.310
4 C -1.258 0.423 -0.007
5 C -0.930 1.544 0.826
6 C -0.794 2.483 1.570
7 H 1.817 -1.406 0.538
8 H 1.698 -2.213 -1.023
9 H 2.422 -0.614 -0.956
10 H -0.079 -0.574 -1.730
11 H -1.814 -0.485 0.401
12 H -1.722 0.574 -0.963
13 H -0.619 3.320 2.219

Output
Frontier orbital gap   8.44 eV
ΔE to the lowest compared entry with this formula, charge and spin   676.46 kJ/mol
E_tot   -6781.50160 eV

Here are the Löwdin charges for atoms 1 to 5, given in e: C -0.061; C -0.293; N 0.032; C -0.219; C -0.157


DFT (ωB97M-V/def2-TZVPD) results for C27H23MnN15O2S2 as an isolated structure.

Element x y z (Å)
1 Mn -0.062 1.244 0.175
2 C 1.119 -5.275 -2.443
3 C 1.514 -4.291 -1.375
4 C 2.841 -3.917 -1.198
5 C 3.199 -2.986 -0.230
6 C 2.219 -2.431 0.575
7 C 0.888 -2.799 0.422
8 C 0.544 -3.719 -0.552
9 S 2.688 -1.254 1.819
10 O 2.657 -1.913 3.107
11 O 3.976 -0.729 1.408
12 N 1.524 -0.189 1.627
13 C 1.145 0.683 2.574
14 C 1.576 0.801 3.917
15 C 1.014 1.770 4.706
16 C 0.030 2.636 4.209
17 C -0.344 2.491 2.899
18 N 0.209 1.551 2.118
19 H 1.993 -5.674 -2.956
20 H 0.477 -4.801 -3.188
21 H 0.562 -6.111 -2.018
22 H 3.605 -4.344 -1.836
23 H 4.227 -2.671 -0.111
24 H 0.129 -2.330 1.034
25 H -0.499 -3.984 -0.688
26 H 2.322 0.119 4.294
27 H 1.337 1.861 5.737
28 H -0.425 3.396 4.826
29 H -1.100 3.107 2.424
30 N -2.283 1.351 -2.510
31 C -2.660 2.083 -1.368
32 N -3.890 2.500 -1.172
33 N -3.828 3.143 0.015
34 N -2.628 3.113 0.479
35 N -1.834 2.439 -0.383
36 C -0.956 1.235 -2.790
37 N -0.358 1.385 -3.987
38 N 0.942 1.383 -3.744
39 N 1.105 1.223 -2.476
40 N -0.055 1.076 -1.838
41 H -2.894 1.472 -3.302
42 C 3.928 5.974 -1.041
43 C 2.538 5.487 -1.453
44 C 2.370 4.015 -1.274
45 N 1.591 3.490 -0.414
46 N 1.664 2.121 -0.350
47 C 2.306 1.546 -1.492
48 N 2.985 0.305 -1.346
49 S 3.339 2.843 -2.186
50 H 4.014 7.053 -1.175
51 H 4.708 5.498 -1.637
52 H 4.119 5.739 0.007
53 H 2.347 5.750 -2.496
54 H 1.768 5.963 -0.845
55 H 3.577 0.337 -0.517
56 H 2.320 -0.447 -1.193
57 N -7.697 -5.160 0.816
58 C -6.785 -4.461 0.773
59 C -5.645 -3.587 0.719
60 C -5.782 -2.290 0.224
61 C -4.686 -1.453 0.169
62 C -3.432 -1.897 0.607
63 C -3.308 -3.198 1.106
64 C -4.403 -4.038 1.162
65 C -2.304 -1.024 0.533
66 C -1.382 -0.241 0.431
67 H -6.751 -1.945 -0.113
68 H -4.780 -0.443 -0.209
69 H -2.341 -3.539 1.453
70 H -4.305 -5.043 1.548

Output
Frontier orbital gap (spin up / spin down)   7.68 / 7.64 eV
⟨S²⟩   6.057
ΔE to the lowest compared entry with this formula, charge and spin   160.92 kJ/mol
Charge   -1
E_tot   -107809.01117 eV
Multiplicity   5

Here are the Löwdin charges for atoms 1 to 5, given in e: Mn 0.862; C -0.055; C -0.275; C -0.040; C -0.061


DFT (ωB97M-V/def2-TZVPD) results for C28H39MnN7O3S as an isolated structure.

Element x y z (Å)
1 Mn 0.661 -0.470 -0.130
2 C 1.326 3.863 -2.070
3 N 2.259 2.813 -2.473
4 C 3.256 3.210 -3.454
5 C 2.123 1.583 -1.990
6 O 1.258 1.292 -1.154
7 C 3.062 0.482 -2.480
8 O 2.633 -0.710 -1.865
9 C 3.613 -1.637 -1.473
10 C 3.196 -2.199 -0.117
11 O 2.153 -1.788 0.418
12 N 3.974 -3.107 0.456
13 C 3.640 -3.639 1.774
14 C 5.217 -3.598 -0.126
15 H 1.861 4.644 -1.528
16 H 0.548 3.437 -1.444
17 H 0.876 4.300 -2.961
18 H 3.808 4.073 -3.081
19 H 2.770 3.487 -4.391
20 H 3.966 2.413 -3.654
21 H 4.096 0.720 -2.211
22 H 3.005 0.392 -3.569
23 H 4.602 -1.174 -1.396
24 H 3.681 -2.446 -2.207
25 H 2.870 -3.026 2.230
26 H 4.533 -3.629 2.398
27 H 3.284 -4.666 1.684
28 H 5.225 -3.494 -1.207
29 H 5.312 -4.658 0.103
30 H 6.076 -3.074 0.296
31 C -0.499 -3.531 -3.061
32 C -1.475 -4.210 -2.354
33 C -1.840 -3.742 -1.100
34 C -1.221 -2.611 -0.594
35 N -0.259 -1.950 -1.286
36 C 0.082 -2.413 -2.486
37 C -1.537 -2.063 0.753
38 C -2.602 -2.436 1.558
39 C -2.770 -1.789 2.776
40 C -1.897 -0.781 3.159
41 C -0.855 -0.452 2.306
42 N -0.696 -1.105 1.152
43 C 0.184 0.581 2.533
44 C 0.192 1.438 3.622
45 C 1.243 2.330 3.765
46 C 2.258 2.329 2.824
47 C 2.169 1.453 1.755
48 N 1.157 0.607 1.595
49 H -0.187 -3.856 -4.042
50 H -1.944 -5.093 -2.766
51 H -2.588 -4.262 -0.520
52 H 0.843 -1.846 -3.006
53 H -3.293 -3.206 1.249
54 H -3.586 -2.071 3.426
55 H -2.024 -0.277 4.106
56 H -0.606 1.409 4.350
57 H 1.272 3.010 4.605
58 H 3.103 2.995 2.910
59 H 2.934 1.426 0.990
60 C -2.846 4.311 0.563
61 C -2.579 3.096 1.436
62 N -3.372 1.935 1.041
63 C -3.050 1.094 0.052
64 S -1.585 1.204 -0.806
65 N -3.927 0.124 -0.255
66 C -5.270 -0.028 0.295
67 C -6.287 0.942 -0.294
68 H -2.220 5.145 0.879
69 H -3.887 4.629 0.639
70 H -2.625 4.085 -0.479
71 H -2.826 3.306 2.478
72 H -1.530 2.809 1.389
73 H -4.309 1.891 1.411
74 H -3.692 -0.383 -1.093
75 H -5.215 0.060 1.384
76 H -5.575 -1.055 0.100
77 H -5.994 1.982 -0.143
78 H -7.262 0.793 0.168
79 H -6.390 0.782 -1.367

Output
Frontier orbital gap (spin up / spin down)   7.62 / 7.33 eV
⟨S²⟩   1.103
ΔE to the lowest compared entry with this formula, charge and spin   0.00 kJ/mol
Charge   +2
E_tot   -88387.89300 eV
Multiplicity   2

Here are the Löwdin charges for atoms 1 to 5, given in e: Mn 0.626; C 0.005; N -0.120; C -0.011; C -0.374


What is the ΔE to the lowest compared entry with this formula, charge and spin in the second record? 87.59 kJ/mol


Number 2 is which compound? C11H14BN7PdS


What is the formula in the second record? C11H14BN7PdS